(1)
Molecular formula: C50H103NO11
Method: DFT, ωB97M-V/def2-TZVPD

```
! RIJCOSX wB97M-V def2-TZVPD def2/J DEFGRID3
* xyz 0 1
C -15.6714 -6.8315 -21.0226
C -15.6802 -5.3550 -20.5816
C -14.2009 -5.0316 -20.2937
O -13.4972 -6.2612 -20.3128
C -14.1807 -7.1068 -21.2363
H -16.2066 -6.9586 -21.9603
H -16.0023 -7.4696 -20.2072
H -16.3218 -5.2180 -19.7094
H -16.0692 -4.6623 -21.3288
H -14.0686 -4.5798 -19.3155
H -13.8127 -4.3304 -21.0435
H -13.8865 -8.1246 -20.9794
H -13.8645 -6.9045 -22.2665
C -16.1545 -0.6199 -19.2687
C -15.7428 -0.5593 -17.7870
C -14.6591 -1.6574 -17.7173
O -14.9642 -2.5819 -18.7365
C -15.9905 -2.0966 -19.5964
H -15.5048 0.0336 -19.8536
H -17.1732 -0.2423 -19.3663
H -16.6331 -0.7808 -17.1927
H -15.3956 0.4336 -17.5037
H -14.7164 -2.0533 -16.7012
H -13.7015 -1.1656 -17.8973
H -16.9430 -2.6168 -19.4686
H -15.6393 -2.1943 -20.6253
C -11.1746 -5.0530 -18.0323
C -10.4168 -3.9601 -18.7671
C -11.1969 -2.6876 -18.4148
O -11.4974 -2.8730 -17.0322
C -11.7497 -4.2618 -16.8258
H -10.5291 -5.8567 -17.6795
H -11.9267 -5.4988 -18.6810
H -10.3366 -4.1036 -19.8446
H -9.4337 -3.7683 -18.3345
H -12.1158 -2.4798 -18.9758
H -10.5377 -1.8317 -18.5777
H -12.8235 -4.4434 -16.7013
H -11.2254 -4.5658 -15.9191
C -11.9690 0.3277 -16.0158
C -11.1484 1.1438 -16.9948
C -9.8952 1.4236 -16.1123
O -10.3591 1.5203 -14.7833
C -11.7006 1.0291 -14.6893
H -11.6436 -0.7086 -15.9461
H -13.0484 0.3999 -16.1822
H -11.6556 2.0937 -17.1729
H -10.8914 0.6306 -17.9182
H -9.4451 2.3589 -16.4508
H -9.1672 0.6216 -16.2669
H -12.3796 1.8676 -14.5188
H -11.7766 0.2842 -13.8950
C -12.7267 -5.5555 -13.5492
C -11.9129 -6.8011 -13.8238
C -12.5332 -7.7566 -12.8305
O -12.7065 -6.9434 -11.6403
C -13.1215 -5.6462 -12.0640
H -13.6392 -5.5271 -14.1585
H -12.2543 -4.6149 -13.8435
H -10.8679 -6.6495 -13.5397
H -11.9199 -7.2202 -14.8295
H -11.9830 -8.6125 -12.4449
H -13.5419 -8.0868 -13.1087
H -12.6708 -4.8781 -11.4385
H -14.2145 -5.6108 -11.9890
C -20.0773 -1.5403 -16.2358
C -20.6609 -1.2101 -14.8649
C -20.3404 0.2869 -14.7077
O -20.1912 0.8082 -16.0237
C -20.3685 -0.2414 -16.9808
H -20.6213 -2.3746 -16.6789
H -19.0136 -1.7422 -16.1555
H -20.1851 -1.7566 -14.0465
H -21.7331 -1.3921 -14.7908
H -19.3981 0.4099 -14.1662
H -21.1306 0.7842 -14.1411
H -19.6512 -0.0198 -17.7718
H -21.3942 -0.2409 -17.3606
C -17.7277 1.9787 -11.6967
C -16.2019 2.0213 -11.6038
C -15.9102 2.9131 -10.3878
O -17.0891 2.7931 -9.5963
C -18.1751 2.8293 -10.4877
H -18.1026 0.9562 -11.6882
H -18.0949 2.4258 -12.6236
H -15.6793 2.3605 -12.4971
H -15.7940 1.0450 -11.3317
H -15.8064 3.9790 -10.6441
H -15.0466 2.6613 -9.7775
H -18.3478 3.8668 -10.8021
H -19.0770 2.4389 -10.0211
C -19.2113 -8.1738 -11.1161
C -18.3976 -9.4626 -10.9403
C -17.6859 -9.6361 -12.3105
O -18.3204 -8.7164 -13.2084
C -18.8457 -7.6159 -12.4915
H -18.9821 -7.4464 -10.3331
H -20.2795 -8.3740 -11.0182
H -19.0310 -10.3250 -10.7451
H -17.6720 -9.4003 -10.1312
H -17.9103 -10.6068 -12.7469
H -16.6208 -9.3999 -12.2755
H -19.7352 -7.2834 -13.0222
H -18.1294 -6.8002 -12.3404
C -12.0586 -2.0262 -9.9864
C -11.3832 -1.4023 -11.1901
C -9.9219 -1.7449 -10.9107
O -9.7774 -1.7681 -9.4797
C -11.0687 -1.6986 -8.8710
H -12.2585 -3.0951 -10.1110
H -13.0612 -1.6426 -9.7680
H -11.6153 -0.3396 -11.2682
H -11.6727 -1.8547 -12.1435
H -9.2168 -1.0685 -11.3914
H -9.7051 -2.7741 -11.2134
H -11.2174 -0.6647 -8.5445
H -11.1409 -2.3883 -8.0326
C -15.7932 -8.0340 -16.9986
C -16.1657 -8.5808 -15.6142
C -15.0195 -9.5266 -15.3021
O -13.8808 -8.8550 -15.8162
C -14.2563 -8.1053 -16.9957
H -16.1003 -6.9878 -17.0296
H -16.2906 -8.6077 -17.7749
H -17.1326 -9.0837 -15.6541
H -16.2234 -7.8353 -14.8219
H -15.1001 -10.5275 -15.7395
H -14.9068 -9.6080 -14.2189
H -13.8687 -8.7020 -17.8284
H -13.7256 -7.1548 -17.0052
C -16.4037 -2.0164 -6.5218
C -16.3012 -0.5112 -6.2990
C -16.0150 0.0102 -7.6990
O -15.1782 -0.9769 -8.2745
C -15.7136 -2.2388 -7.8953
H -17.4411 -2.3531 -6.5379
H -15.9405 -2.5307 -5.6784
H -15.4831 -0.2619 -5.6211
H -17.1911 -0.0571 -5.8592
H -15.5251 0.9830 -7.7026
H -16.9499 0.1379 -8.2624
H -14.9392 -2.9989 -7.8462
H -16.5106 -2.5389 -8.5836
C -17.0294 -3.7432 -11.4868
C -16.9066 -4.2154 -12.9182
N -16.4430 -3.1626 -13.8151
C -15.0416 -2.8027 -13.6467
C -14.8771 -1.2837 -13.5408
C -16.9362 -3.2155 -15.1808
C -16.4481 -4.3730 -16.0487
H -16.1373 -3.1908 -11.1688
H -17.1029 -4.5606 -10.7682
H -17.8415 -3.0204 -11.4028
H -16.2894 -5.1241 -13.0175
H -17.8958 -4.5144 -13.2842
H -14.6357 -3.2322 -12.7291
H -14.4146 -3.2096 -14.4513
H -15.7524 -0.8235 -13.0781
H -13.9731 -1.0142 -12.9948
H -14.8921 -0.8087 -14.5297
H -16.6820 -2.2178 -15.5463
H -18.0213 -3.3355 -15.1425
H -15.3604 -4.3591 -16.1926
H -16.8755 -4.2509 -17.0464
H -16.6575 -5.3549 -15.6244
*
```



(2)
Molecular formula: C37H39N5O3PdS
Method: DFT, ωB97M-V/def2-TZVPD

```
! RIJCOSX wB97M-V def2-TZVPD def2/J DEFGRID3
* xyz -2 1
Pd 0.1097 0.3633 0.0036
C 4.1028 1.1859 0.6999
C 3.6869 0.9688 2.1246
C 4.5263 0.3218 3.0217
C 4.1447 0.1080 4.3394
C 2.8937 0.5477 4.7494
C 2.0265 1.2033 3.8828
C 0.6589 1.6103 4.3468
C 2.4244 1.4378 2.5465
N 1.5706 1.9812 1.6027
C 1.0584 3.1772 1.7728
O 1.3716 4.0578 2.6107
C -0.0571 3.5579 0.7935
C -0.6078 4.8320 0.9105
C -1.6035 5.2155 0.0299
C -2.0161 4.3285 -0.9503
C -1.4200 3.0741 -1.0034
N -0.4780 2.7007 -0.1379
C -1.8367 2.1238 -2.1259
O -2.7916 2.4917 -2.8475
N -1.1083 1.0312 -2.2236
C -1.1949 0.2376 -3.3598
C -1.4945 -1.1428 -3.2545
C -1.9703 -1.7030 -1.9525
C -1.3754 -1.9627 -4.3683
C -0.9937 -1.4585 -5.6042
C -0.7537 -0.0986 -5.7218
C -0.8599 0.7572 -4.6309
C -0.5902 2.2236 -4.8042
H 4.9535 0.5504 0.4400
H 4.3877 2.2290 0.5291
H 3.2807 0.9767 0.0157
H 5.4941 -0.0273 2.6721
H 4.8026 -0.4082 5.0299
H 2.5666 0.3691 5.7701
H 0.4462 1.1833 5.3304
H -0.0930 1.2612 3.6341
H 0.5767 2.6982 4.3904
H -0.2242 5.4747 1.6895
H -2.0478 6.2034 0.0995
H -2.7777 4.5598 -1.6811
H -3.0025 -1.3958 -1.7574
H -1.3846 -1.3004 -1.1177
H -1.9277 -2.7946 -1.9505
H -1.5921 -3.0217 -4.2592
H -0.8921 -2.1135 -6.4623
H -0.4664 0.3190 -6.6829
H -0.0649 2.4116 -5.7439
H 0.0100 2.6120 -3.9774
H -1.5238 2.7892 -4.7798
C 2.8414 2.5159 -2.8228
C 2.3302 1.2114 -3.3940
O 2.3949 0.2357 -2.3821
C 1.9724 -1.0417 -2.8170
C 1.6973 -1.8743 -1.5882
H 2.6312 3.3428 -3.5047
H 3.9167 2.4738 -2.6394
H 2.3403 2.7121 -1.8733
H 2.9253 0.8917 -4.2653
H 1.2916 1.3202 -3.7263
H 2.7519 -1.4893 -3.4550
H 1.0602 -0.9468 -3.4176
H 2.6139 -2.1610 -1.0681
H 1.1304 -2.7718 -1.8468
H 1.0751 -1.2777 -0.8881
S -2.3762 -4.3773 1.1522
C -1.7864 -2.7226 1.4105
C -2.6832 -1.6398 1.4473
C -2.1761 -0.3804 1.6495
N -0.8628 -0.1086 1.8535
C -0.0027 -1.1578 1.7735
C -0.4421 -2.4786 1.5609
C -3.0169 -4.7409 2.7747
C -4.3623 -5.0255 2.9626
C -4.8122 -5.3291 4.2398
N -4.0304 -5.3579 5.3153
C -2.7415 -5.0706 5.1249
C -2.1902 -4.7669 3.8917
H -3.7457 -1.7910 1.3074
H -2.8320 0.4838 1.6602
H 1.0235 -0.9573 2.0663
H 0.2781 -3.2865 1.5241
H -5.0462 -5.0069 2.1246
H -5.8618 -5.5516 4.4048
H -2.1123 -5.0872 6.0086
H -1.1374 -4.5355 3.7979
*
```



no.,Kohn-Sham gap (eV)
1,8.7
2,5.1